# 1
Entry from the Open Molecules 2025 dataset: a structure of composition C15H13Cl3MgN2 in a non-equilibrium geometry (the ωB97M-V functional and the def2-TZVPD basis).

Structure (XYZ):
```
34
C15H13Cl3MgN2, DFT the ωB97M-V functional and the def2-TZVPD basis
Mg -1.19 -0.93 -0.26
C 0.98 -0.93 -0.26
C 1.47 -2.12 -1.02
C 2.28 -1.97 -2.16
C 2.73 -3.10 -2.86
C 2.36 -4.38 -2.43
C 1.55 -4.53 -1.30
C 1.10 -3.41 -0.60
H 1.33 0.02 -0.72
H 1.34 -0.98 0.79
H 2.57 -0.99 -2.50
H 3.35 -2.98 -3.73
H 2.71 -5.25 -2.97
H 1.27 -5.53 -0.97
H 0.48 -3.54 0.27
Cl -0.01 0.26 5.01
C -1.19 -0.93 4.41
Cl -0.74 -2.55 5.00
Cl -2.81 -0.51 5.00
C -1.19 -0.93 2.94
N -1.19 -0.93 1.78
N -1.19 1.14 -0.26
C -1.19 2.56 -0.26
C -1.65 3.26 0.86
C -1.65 4.65 0.86
C -1.19 5.35 -0.26
C -0.73 4.65 -1.38
C -0.73 3.26 -1.38
H -2.01 2.72 1.73
H -2.00 5.20 1.73
H -1.19 6.44 -0.26
H -0.37 5.20 -2.25
H -0.37 2.72 -2.25
H -2.96 -0.93 -0.26
```

Calculated values
LUMO level (alpha / beta) = 4.10 / 4.10 eV
E_HOMO (alpha / beta) = 1.44 / 1.45 eV
Total charge = -2

Here are the Mulliken charges for atoms 1 to 2, given in e: 0.455 -1.391

# 2
Entry from the Open Molecules 2025 dataset: a structure of composition C15H13CoI2LaNO7S2 in a non-equilibrium geometry (the ωB97M-V functional and the def2-TZVPD basis).

Structure (XYZ):
```
42
C15H13CoI2LaNO7S2, DFT the ωB97M-V functional and the def2-TZVPD basis
I 3.86 -0.55 1.66
I 5.36 1.24 0.41
La 0.40 0.45 0.56
Co -0.12 -1.77 -1.15
S 1.50 -0.57 -1.94
C -1.72 -2.09 -1.74
C 0.03 -2.65 0.35
C 0.73 -0.04 -3.56
C 1.73 0.93 -4.19
C -0.64 0.63 -3.43
C 0.61 -1.34 -4.38
C -0.33 3.13 1.51
C -1.75 1.97 -0.33
O 0.03 -3.34 1.30
O -2.64 -2.56 -2.30
O -1.02 4.02 1.75
O -2.75 2.54 -0.47
H 1.41 1.24 -5.19
H 2.72 0.45 -4.26
H 1.84 1.82 -3.56
H -0.99 0.89 -4.45
H -0.60 1.55 -2.83
H -1.40 -0.04 -3.01
H 0.29 -1.11 -5.40
H -0.16 -2.00 -3.94
H 1.57 -1.86 -4.40
O 0.74 2.77 4.10
S 1.18 1.39 4.22
O 2.57 1.06 4.40
N 0.54 0.63 2.86
C -0.57 -0.10 3.09
O -1.22 -0.52 2.05
C -0.82 -0.28 4.53
C -1.77 -1.10 5.18
C -1.66 -1.28 6.55
C -0.62 -0.64 7.28
C 0.26 0.25 6.64
C 0.13 0.41 5.26
H -2.58 -1.51 4.58
H -2.36 -1.92 7.08
H -0.49 -0.84 8.35
H 1.03 0.81 7.16
```

Calculated values
⟨S²⟩ = 6.0589
LUMO level (alpha / beta) = -14.77 / -16.56 eV
E_HOMO (alpha / beta) = -20.81 / -20.83 eV
2S+1 = 5
Total charge = +4

Here are the Mulliken charges for atoms 1 to 2, given in e: 0.411 0.671

# 3
Entry from the Open Molecules 2025 dataset: a structure of composition C15H13CrN4O5S2 (the ωB97M-V functional and the def2-TZVPD basis).

Structure (XYZ):
```
40
C15H13CrN4O5S2, DFT the ωB97M-V functional and the def2-TZVPD basis
Cr 0.50 0.30 -0.11
C -3.28 -0.36 3.57
S -3.81 0.01 1.89
C -2.31 0.20 1.03
S -0.79 0.02 1.84
N -2.51 0.44 -0.24
N -1.35 0.56 -0.93
C -1.39 0.86 -2.18
C -0.12 0.97 -2.87
C -0.02 1.30 -4.22
C 1.24 1.38 -4.79
C 2.36 1.14 -4.01
C 2.18 0.82 -2.68
N 0.98 0.75 -2.13
H -4.19 -0.46 4.15
H -2.68 0.45 3.98
H -2.72 -1.29 3.61
H -2.34 1.03 -2.68
H -0.91 1.48 -4.80
H 1.35 1.63 -5.84
H 3.36 1.18 -4.43
H 3.02 0.60 -2.02
O 1.63 -3.34 -0.66
N 1.63 -2.21 -0.27
O 0.52 -1.56 -0.61
O 4.93 1.13 0.37
C 4.62 2.38 0.80
C 5.62 3.31 1.10
C 5.28 4.59 1.49
C 3.95 4.98 1.58
C 2.96 4.05 1.28
C 3.28 2.75 0.90
C 2.16 1.82 0.63
O 1.03 2.27 0.27
O 2.30 0.56 0.70
H 5.89 1.01 0.40
H 6.66 3.01 1.01
H 6.07 5.29 1.72
H 3.69 5.98 1.88
H 1.92 4.32 1.34
```

Calculated values
⟨S²⟩ = 3.7841
LUMO level (alpha / beta) = -1.00 / -1.14 eV
E_HOMO (alpha / beta) = -8.29 / -8.33 eV
2S+1 = 4
Total charge = 0
ΔE to the lowest compared entry with this formula, charge and spin = 0.0 kcal per mole

Here are the Mulliken charges for atoms 1 to 2, given in e: -0.245 -0.857

# 4
Entry from the Open Molecules 2025 dataset: a cluster of 2 separate species, C15H13FN3O3P in total in a non-equilibrium geometry (the ωB97M-V functional and the def2-TZVPD basis).

Structure (XYZ):
```
36
C15H13FN3O3P, DFT the ωB97M-V functional and the def2-TZVPD basis
N 3.26 -4.35 0.96
C 3.13 -3.23 0.53
C 2.94 -1.88 -0.35
C 1.51 -1.21 -0.08
C 0.67 -0.49 -1.17
C -0.69 0.12 -0.79
N -1.41 0.14 0.44
C -0.59 -0.53 1.41
C 0.79 -1.18 1.29
C 4.12 -0.79 -0.03
C 4.19 0.24 -1.29
N 4.11 1.15 -2.09
P 5.83 -1.61 0.21
O 5.90 -2.16 1.66
O 6.10 -2.93 -0.88
O 7.07 -0.42 0.11
H 3.05 -2.12 -1.48
H 1.07 -0.39 -2.24
H -1.23 0.68 -1.65
H -1.06 -0.54 2.47
H 1.28 -1.66 2.21
H 3.80 -0.22 0.90
H 5.66 -2.71 -1.75
H 6.82 0.30 -0.51
F -4.20 0.94 -1.85
C -4.85 1.54 -0.84
C -4.37 1.41 0.45
C -5.05 2.03 1.50
C -6.20 2.77 1.24
C -6.67 2.89 -0.07
C -5.99 2.28 -1.11
H -3.48 0.82 0.63
H -4.67 1.95 2.51
H -6.73 3.26 2.05
H -7.57 3.46 -0.27
H -6.35 2.37 -2.14
```

Calculated values
LUMO level = -0.93 eV
E_HOMO = -9.21 eV
Total charge = 0

Here are the Mulliken charges for atoms 1 to 2, given in e: -0.455 -0.131